Record 1
DFT (ωB97M-V/def2-TZVPD) results for 2 unconnected molecules or ions with the total composition C7H15ClN3O4S in a non-equilibrium geometry.

```
31
Properties=species:S:1:pos:R:3
C -3.740 -1.533 2.474
H -3.905 0.601 2.541
O 2.992 1.402 -0.380
C 2.400 1.562 -3.636
H 2.008 1.965 -4.567
N -0.738 0.102 1.473
H 1.453 2.838 -2.096
H 3.400 -0.242 -4.361
C 1.437 1.820 -2.480
H 0.098 -2.101 2.427
C -1.072 -0.444 2.616
C 2.581 0.039 -3.703
H 3.357 2.048 -3.436
H 0.418 1.525 -2.729
C -3.486 -0.201 3.156
N -2.054 0.067 3.449
H -0.818 -1.965 3.855
S 2.024 0.726 -1.196
Cl -1.458 1.473 0.848
H 3.896 -0.432 -2.009
C 2.841 -0.455 -2.274
H 2.433 -1.444 -2.078
H -2.695 -2.190 0.968
O -4.273 -2.447 3.015
N -0.391 -1.491 3.070
H 1.672 -0.421 -4.094
H 0.043 -0.203 0.865
O -3.383 -1.537 1.147
O 0.886 0.097 -0.531
H -4.017 -0.224 4.106
H -1.908 1.067 3.558
```

Output
Relative energy (zero: lowest compared OMol25 entry of this formula, charge and spin) ... 1.2 kcal/mol
Charge ... +1
Maximum force ... 1.119 eV/Å
Multiplicity ... 1
HOMO level ... -13.74 eV

=====

Record 2
DFT (ωB97M-V/def2-TZVPD) results for a single C7H15ClSi molecule in a non-equilibrium geometry.

```
24
Properties=species:S:1:pos:R:3
C 0.806 -2.438 -1.220
H -0.217 0.366 -2.083
H 1.887 -2.546 -1.230
H -1.947 -1.779 0.976
H 2.604 -0.861 0.855
H 2.040 0.676 0.226
C -0.962 1.578 -0.495
H -0.832 3.674 -0.666
Cl -2.486 -0.647 -1.554
H 0.385 -3.401 -0.945
C -1.654 1.561 0.831
H -2.516 0.900 0.783
H 0.486 -2.224 -2.235
C 1.744 -0.202 0.797
H 1.525 0.125 1.809
Si 0.241 -1.075 -0.010
H -1.979 2.556 1.117
H -0.119 2.729 -2.058
H -0.877 -1.232 2.253
C -0.604 0.288 -1.074
C -0.919 -1.790 1.322
H -0.977 1.178 1.589
H -0.661 -2.822 1.543
C -0.630 2.713 -1.109
```

Output
Relative energy (zero: lowest compared OMol25 entry of this formula, charge and spin) ... 0.0 kcal/mol
Charge ... 0
Structure (SMILES) ... C=C(C)[C@H](Cl)[Si](C)(C)C
Maximum force ... 2.230 eV/Å
Multiplicity ... 1
HOMO level ... -9.58 eV

=====

Record 3
DFT (ωB97M-V/def2-TZVPD) results for a molecular structure, C7H15CsNO10S2 in a non-equilibrium geometry.

```
36
Properties=species:S:1:pos:R:3
C 0.782 -1.495 -2.329
O -2.783 2.714 -1.220
H 0.725 2.410 0.976
H 3.165 -0.033 2.348
H -1.189 -2.297 1.493
O -1.754 4.933 -1.443
H -1.006 -3.885 0.835
O -4.562 -2.808 0.222
C 2.659 -0.155 1.375
H 0.471 -3.047 1.434
H 1.725 -1.659 -2.852
O -1.548 3.643 0.625
H 0.718 -0.458 -1.999
H 3.229 2.702 -0.092
S -4.321 -1.352 0.034
O -4.153 -0.645 1.353
N -0.249 -2.214 -0.298
H 4.459 0.715 0.492
H -0.047 -1.675 -3.012
C 2.607 1.808 -0.028
H 2.053 1.746 -0.964
C 0.731 -2.453 -1.151
O -3.706 4.621 -0.009
O -3.011 -1.140 -0.704
C -0.495 -2.927 0.939
C 1.644 1.840 1.153
H 2.493 -1.222 1.219
O -5.435 -0.739 -0.715
O 1.596 -3.327 -0.979
H 3.373 -0.152 -0.639
H -0.971 -1.517 -0.488
H 2.127 2.303 2.035
C 3.423 0.512 0.223
Cs -1.676 0.789 1.276
S -2.469 3.992 -0.527
O 1.393 0.471 1.419
```

Output
Charge ... -3
Maximum force ... 1.268 eV/Å
Multiplicity ... 1
HOMO level ... 1.81 eV

=====

Record 4
DFT (ωB97M-V/def2-TZVPD) results for 2 unconnected molecules or ions with the total composition C7H15N.

```
23
Properties=species:S:1:pos:R:3
H 0.363 1.511 1.348
H 1.249 -2.396 0.093
C -0.470 2.030 0.887
H -1.256 -0.262 1.918
C 1.968 -0.821 -1.177
H 2.215 -0.255 0.846
H 0.280 -2.164 -1.358
H -3.252 0.886 2.873
H 1.403 -0.839 -3.118
H 1.854 -2.949 -1.429
H -2.318 1.872 -0.043
H -2.159 -0.668 0.470
H -0.306 3.052 0.572
C -3.348 0.221 2.016
N 2.131 -0.468 -2.527
H 2.208 0.520 -2.679
C 1.299 -2.131 -0.963
H -4.157 0.576 1.374
H 3.058 0.801 -0.410
C -2.035 0.097 1.243
C -1.618 1.405 0.648
C 2.438 -0.052 -0.191
H -3.689 -0.753 2.375
```

Output
Relative energy (zero: lowest compared OMol25 entry of this formula, charge and spin) ... 31.2 kcal/mol
Charge ... 0
Structure (SMILES) ... C=C(C)N.C=CCC
Maximum force ... 0.754 eV/Å
Multiplicity ... 1
HOMO level ... -8.17 eV

=====

Record 5
DFT (ωB97M-V/def2-TZVPD) results for a single C7H15N molecule in a non-equilibrium geometry.

```
23
Properties=species:S:1:pos:R:3
H -0.046 -1.319 2.486
C -1.286 0.343 -0.849
H -1.077 0.092 -1.893
H 1.555 1.334 -1.410
C 0.971 1.633 -0.531
H -0.408 3.237 -0.044
C -0.541 -2.036 1.828
H -0.261 0.670 1.006
H 1.795 -0.677 0.411
H -1.572 -1.715 1.656
H 1.030 3.750 -0.952
H 1.694 1.801 0.277
H -0.011 -4.025 0.460
C 0.846 -0.808 -0.119
C 0.194 -2.110 0.517
C -0.001 0.447 -0.034
H -1.934 -0.440 -0.442
H 1.079 -1.043 -1.165
H -0.569 -3.015 2.316
N 0.382 -3.242 -0.075
C 0.286 2.954 -0.840
H -1.857 1.275 -0.819
H -0.267 2.895 -1.783
```

Output
Relative energy (zero: lowest compared OMol25 entry of this formula, charge and spin) ... 7.1 kcal/mol
Charge ... 0
Structure (SMILES) ... [H]/N=C(\C)C[C@H](C)CC
Maximum force ... 2.267 eV/Å
Multiplicity ... 1
HOMO level ... -9.57 eV

=====

Record 6
DFT (ωB97M-V/def2-TZVPD) results for a single C7H15N molecule in a non-equilibrium geometry.

```
23
Properties=species:S:1:pos:R:3
N 2.497 -1.083 1.239
H 4.101 0.865 0.386
H -2.557 1.298 0.465
H 2.039 -1.940 0.959
H 2.326 -0.917 2.226
H 0.202 -1.904 0.169
H 0.892 0.891 -0.973
H -0.345 -1.153 -1.411
H -1.966 -1.378 0.618
C 1.014 0.050 -0.305
H -1.420 1.324 -0.722
H -3.364 -0.897 -1.156
C -2.079 0.609 -0.239
H 2.845 1.852 -0.370
H 2.941 1.788 1.359
C -3.130 0.166 -1.262
C 2.098 0.033 0.465
C -1.319 -0.516 0.414
H -4.055 0.710 -1.081
H -0.947 -0.262 1.411
H -2.785 0.283 -2.280
C -0.050 -1.000 -0.375
C 3.063 1.183 0.462
```

Output
Relative energy (zero: lowest compared OMol25 entry of this formula, charge and spin) ... 17.0 kcal/mol
Charge ... 0
Structure (SMILES) ... CCCC/C=C(/C)N
Maximum force ... 1.745 eV/Å
Multiplicity ... 1
HOMO level ... -8.33 eV